[1]
# C53H68N6OReSSb

A structure of composition C53H68N6OReSSb in a non-equilibrium geometry (ωB97M-V/def2-TZVPD, the OMol25 dataset).

Calculated values
Orbital gap (alpha / beta) (eV): 4.909 / 2.988
LUMO level (alpha / beta) (eV): -8.56 / -10.47

```
! RIJCOSX wB97M-V def2-TZVPD def2/J DEFGRID3
* xyz 3 2
Re 0.79171 0.32351 -1.30600
C -4.96609 -6.86309 8.97330
O -4.99099 -6.94839 7.56290
C -4.34779 -6.09319 6.79620
C -3.56399 -5.01219 7.24980
C -2.92419 -4.19379 6.35120
C -3.03589 -4.41599 4.96760
C -3.83119 -5.48939 4.51480
C -4.47139 -6.30499 5.40130
C -2.37689 -3.61309 3.97500
N -2.50569 -3.82079 2.67470
C -1.74779 -2.89849 2.06060
C -1.11909 -2.07469 3.01680
N -1.53489 -2.55279 4.22120
C -0.26509 -1.00809 2.65610
C 0.43891 -0.17929 3.54050
C 1.23131 0.81751 3.01630
C 1.30911 0.99251 1.63820
N 0.66941 0.21661 0.76390
C -0.09479 -0.79239 1.26450
C -0.67779 -1.65719 0.29120
N -0.33939 -1.41449 -1.01370
C -0.79999 -2.27729 -1.92420
C -1.65529 -3.33179 -1.62990
C -2.03779 -3.56539 -0.32320
C -1.51499 -2.73099 0.66720
H -5.57479 -7.69409 9.32770
H -5.39909 -5.92169 9.32320
H -3.94959 -6.96349 9.36400
H -3.45739 -4.81839 8.30550
H -2.33889 -3.36989 6.73360
H -3.91889 -5.64789 3.45270
H -5.07909 -7.13139 5.07030
H -1.27579 -2.20679 5.13090
H 0.37371 -0.33079 4.60500
H 1.79971 1.46701 3.66070
H 1.93021 1.78241 1.23840
H -0.47179 -2.14879 -2.94700
H -2.00629 -3.95679 -2.43570
H -2.69589 -4.37209 -0.03800
C 6.89071 3.04431 -1.15010
C 5.40651 2.86471 -1.14980
C 4.53781 3.94471 -1.21900
C 3.15541 3.73901 -1.19290
C 2.21981 4.90021 -1.31090
C 2.66941 2.45181 -1.11160
C 3.51331 1.29861 -1.10490
C 4.89611 1.57421 -1.09960
N 2.88171 0.09291 -1.16830
C 3.45961 -1.24249 -1.18860
C 2.97471 -1.98669 0.07810
C 3.42611 -3.44559 0.05300
C 2.83571 -4.13479 -1.17680
C 3.35291 -3.44199 -2.43710
C 4.87561 -3.52159 -2.48220
C 5.43181 -2.81879 -1.25040
C 4.94861 -3.51739 0.01590
C 4.98851 -1.35539 -1.22550
C 2.91811 -1.97669 -2.43750
H 7.16821 4.09371 -1.15950
H 7.33341 2.56181 -2.02140
H 7.32651 2.57701 -0.26760
H 4.92691 4.94651 -1.29980
H 2.61441 5.78091 -0.81030
H 1.24021 4.65971 -0.89140
H 2.09411 5.16231 -2.36140
H 1.56451 2.33991 -1.07950
H 5.63401 0.80261 -1.07030
H 1.88591 -1.96359 0.11900
H 3.36801 -1.47649 0.95990
H 3.05711 -3.93559 0.95980
H 1.74291 -4.09239 -1.14320
H 3.12601 -5.18479 -1.18890
H 2.93301 -3.92969 -3.32230
H 5.24961 -3.04519 -3.38960
H 5.20011 -4.56139 -2.49820
H 6.52371 -2.83029 -1.28160
H 5.36561 -3.02859 0.89800
H 5.28131 -4.55429 0.02490
H 5.37161 -0.86519 -2.12060
H 5.41221 -0.90799 -0.32740
H 1.82611 -1.92859 -2.44720
H 3.29631 -1.47599 -3.33100
S 0.92371 0.24821 -6.01640
C 2.08311 1.31091 -5.34090
C 1.95771 1.35781 -3.99260
N 0.96971 0.56471 -3.47360
C 0.34571 -0.06429 -4.44820
H 2.77271 1.85191 -5.95790
H 2.55261 1.97991 -3.34860
H -0.49849 -0.71039 -4.29910
C -3.54149 5.84421 -1.19610
C -2.09169 5.43481 -1.14060
C -1.42719 5.87941 0.14200
C -1.33329 5.90771 -2.35960
Sb -1.91859 3.10511 -1.15540
C -2.79389 2.27741 -3.12400
C -2.79189 0.76811 -2.98710
C -4.19059 2.80211 -3.35900
C -1.84379 2.72271 -4.22020
C -3.00359 2.26011 0.69200
C -3.21579 0.77431 0.47240
C -4.32369 2.96281 0.91310
C -2.05419 2.50031 1.85330
H -3.57989 6.93461 -1.21060
H -4.10419 5.51551 -0.32730
H -4.03799 5.49421 -2.09730
H -1.35479 6.96641 0.14890
H -0.41729 5.48171 0.24220
H -2.00709 5.59001 1.01490
H -1.25319 6.99441 -2.33220
H -1.85209 5.64911 -3.27830
H -0.32499 5.50391 -2.39660
H -3.57459 0.43831 -2.31060
H -1.82559 0.40721 -2.61460
H -2.98349 0.30711 -3.95540
H -4.86449 2.55511 -2.54100
H -4.59169 2.34691 -4.26580
H -4.19609 3.87811 -3.51150
H -0.81359 2.45131 -3.98990
H -1.89109 3.79661 -4.37500
H -2.12239 2.24981 -5.16100
H -4.04559 0.59701 -0.20590
H -3.46169 0.28951 1.41730
H -2.31899 0.29671 0.07520
H -4.97139 2.90001 0.04050
H -4.18149 4.00721 1.17770
H -4.84379 2.48571 1.74520
H -1.08139 2.04531 1.66800
H -2.46619 2.06461 2.76330
H -1.91249 3.56241 2.03600
*
```

[2]
# C53H69F4IN3O33PS2Si

A cluster of 10 separate species, C53H69F4IN3O33PS2Si in total (ωB97M-V/def2-TZVPD, the OMol25 dataset).

Calculated values
Orbital gap (eV): 8.311
SMILES string: CC(=O)OC(=O)Cc1cc2c(c(CN)c1CCN)Sc1c(c(P(O)(O)=S)c(I)c(CCO[Si](C)(C)C)c1C(F)(F)C(F)F)N2.O=C1OCCO1.O=C1OCCO1.O=C1OCCO1.O=C1OCCO1.O=C1OCCO1.O=C1OCCO1.O=C1OCCO1.O=C1OCCO1.O=C1OCCO1
LUMO level (eV): -0.18

```
! RIJCOSX wB97M-V def2-TZVPD def2/J DEFGRID3
* xyz 0 1
C -0.11889 1.95413 9.70085
C -1.53207 1.88255 9.22991
O -2.50440 1.95468 9.93714
O -1.63605 1.77072 7.88199
C -2.83427 2.32848 7.34178
O -2.86945 3.49709 7.13770
C -3.90215 1.32255 7.07064
C -3.69309 0.56240 5.77028
C -2.48715 0.63494 5.08964
C -2.31714 -0.07332 3.91516
C -3.35185 -0.83146 3.40558
C -4.58127 -0.91985 4.06837
C -5.70949 -1.73993 3.48665
N -5.96499 -2.98683 4.23778
C -4.73996 -0.22222 5.26904
C -6.05649 -0.28098 6.00575
C -7.09915 0.74440 5.50791
N -7.41304 1.77028 6.50624
S -3.00732 -1.66541 1.88784
C -2.10749 -0.36656 1.05341
C -1.20027 0.34289 1.85577
C -0.44538 1.39968 1.33121
P 0.66321 2.40697 2.38951
O 0.89637 1.60904 3.74902
O 2.09860 2.26041 1.68886
S 0.09033 4.22544 2.69964
C -0.57598 1.68181 -0.03569
I 0.46213 3.30864 -0.87500
C -1.40328 0.93804 -0.88056
C -1.41630 1.24919 -2.35840
C -0.34995 0.49747 -3.16224
O 0.93289 1.06486 -3.08718
Si 1.66737 1.70569 -4.44591
C 2.89887 2.95633 -3.79228
C 2.60771 0.33303 -5.25516
C 0.46664 2.55289 -5.60672
C -2.21751 -0.07415 -0.31905
C -3.21825 -0.81426 -1.21968
F -4.02495 0.10143 -1.84571
F -4.06228 -1.60745 -0.53581
C -2.55518 -1.72998 -2.31003
F -2.68336 -1.16969 -3.53548
F -3.17985 -2.93297 -2.35532
N -1.07334 -0.02436 3.22471
H 0.55922 1.51176 8.97768
H -0.02659 1.48017 10.67195
H 0.13453 3.01173 9.77691
H -4.84547 1.86040 7.05131
H -3.91296 0.62128 7.90588
H -1.64790 1.21797 5.44095
H -5.44724 -2.00168 2.46650
H -6.60493 -1.11858 3.42351
H -6.06835 -3.75713 3.59120
H -6.84411 -2.93026 4.73331
H -6.44981 -1.28903 5.92130
H -5.89280 -0.10987 7.06642
H -6.75878 1.18422 4.56841
H -8.02694 0.20882 5.31305
H -8.38790 2.02481 6.48406
H -6.86690 2.60985 6.37731
H 1.42688 2.19540 4.31005
H 2.39028 3.13681 1.40297
H -1.28277 2.31604 -2.51781
H -2.37025 1.01391 -2.80614
H -0.69962 0.38302 -4.19150
H -0.25577 -0.51283 -2.75618
H 3.18501 2.62874 -2.78876
H 2.46279 3.94836 -3.68604
H 3.80516 2.98897 -4.39393
H 3.44944 0.06335 -4.61767
H 3.02749 0.65406 -6.20995
H 2.02242 -0.57176 -5.40348
H 0.16465 1.87576 -6.40662
H 0.99478 3.38675 -6.06876
H -0.43237 2.92458 -5.11768
H -1.50843 -1.91734 -2.07714
H -0.59235 -0.91808 3.28453
O -4.46784 8.00852 11.46929
C -3.80015 7.04395 11.29643
O -2.44729 7.01901 11.34944
C -2.01342 5.65553 11.32100
C -3.18577 4.96090 10.65226
O -4.28128 5.80905 11.01939
H -1.08206 5.57542 10.76687
H -1.85530 5.31501 12.34594
H -3.09883 4.94993 9.56412
H -3.35227 3.95058 11.01003
O -1.32502 2.35883 14.94541
C -2.23483 1.89924 14.33839
O -3.49883 1.78031 14.80512
C -4.35401 1.41190 13.71627
C -3.38038 0.75842 12.75336
O -2.15392 1.42520 13.07222
H -5.13947 0.74816 14.06586
H -4.80217 2.31794 13.30442
H -3.25921 -0.30947 12.94450
H -3.62561 0.91778 11.70897
O 3.09302 -2.73603 -5.83272
C 4.26209 -2.87497 -5.63884
O 4.82820 -2.81722 -4.41801
C 6.20060 -3.23207 -4.52229
C 6.48683 -2.95962 -5.98358
O 5.18634 -3.10009 -6.58658
H 6.82875 -2.65376 -3.85296
H 6.27642 -4.29018 -4.26928
H 6.83564 -1.93851 -6.14641
H 7.18332 -3.66059 -6.42819
O 9.28130 -3.42818 -4.96935
C 9.93178 -3.30432 -5.96036
O 10.47497 -4.31134 -6.66602
C 10.89103 -3.78848 -7.93964
C 11.08623 -2.31524 -7.62813
O 10.17587 -2.11600 -6.54436
H 11.79541 -4.28439 -8.28118
H 10.08474 -3.95555 -8.64993
H 12.09915 -2.08942 -7.28984
H 10.82473 -1.66093 -8.45419
O 5.84930 0.02883 -4.29016
C 5.75451 0.05420 -3.10464
O 4.70572 -0.43970 -2.41519
C 5.02267 -0.42242 -1.01910
C 6.08818 0.65773 -0.95366
O 6.66467 0.59289 -2.26505
H 4.13093 -0.20073 -0.43988
H 5.40629 -1.40422 -0.73653
H 5.66331 1.65228 -0.81048
H 6.85279 0.47707 -0.20389
O -5.50848 2.13398 -7.34829
C -5.84548 1.51995 -6.39396
O -6.90266 0.67076 -6.34996
C -6.85958 -0.04902 -5.11587
C -6.04940 0.88024 -4.23127
O -5.23130 1.56344 -5.18531
H -7.86782 -0.23143 -4.75478
H -6.35751 -1.00419 -5.28481
H -6.67674 1.61099 -3.71738
H -5.43273 0.36352 -3.50545
O 7.81593 -3.58026 -8.89404
C 7.42867 -2.47387 -9.10527
O 6.20676 -2.16255 -9.56399
C 6.02196 -0.74523 -9.45184
C 7.45476 -0.24038 -9.45646
O 8.16551 -1.35747 -8.90171
H 5.42505 -0.38301 -10.28322
H 5.50602 -0.53645 -8.51374
H 7.83074 -0.05301 -10.46323
H 7.61038 0.63943 -8.83903
O -1.84207 -0.87420 -9.22898
C -2.20612 -1.61354 -8.37914
O -3.25980 -2.46152 -8.48435
C -3.24619 -3.35046 -7.36491
C -2.46600 -2.55268 -6.33545
O -1.62711 -1.73943 -7.15944
H -4.26326 -3.58232 -7.06064
H -2.73615 -4.27108 -7.65374
H -3.10661 -1.90606 -5.73875
H -1.85613 -3.16606 -5.67719
O 0.79220 -3.85793 0.08172
C 1.06698 -3.91337 -1.07357
O 1.12649 -2.85125 -1.90303
C 1.70976 -3.27373 -3.15253
C 1.40944 -4.75916 -3.14514
O 1.36081 -5.05249 -1.74141
H 1.25983 -2.73604 -3.97997
H 2.77595 -3.06104 -3.13156
H 0.43785 -4.99542 -3.58319
H 2.17600 -5.35975 -3.62583
*
```

[3]
# C53H76ClI2N9O8P

A cluster of 8 separate species, C53H76ClI2N9O8P in total in a non-equilibrium geometry (ωB97M-V/def2-TZVPD, the OMol25 dataset).

Calculated values
Orbital gap (eV): 4.098
LUMO level (eV): -5.54

```
! RIJCOSX wB97M-V def2-TZVPD def2/J DEFGRID3
* xyz 1 1
C -3.96849 1.43903 -0.43296
C -2.58079 2.30184 -0.09761
C -2.65457 2.74828 1.47935
O -1.38564 3.29354 1.99623
C -0.68237 2.31342 2.85308
C 0.04029 1.23240 1.81114
C -0.72097 -0.20604 1.61458
N -2.00760 -0.57795 2.31810
C -0.00657 -1.32742 0.60048
C -0.81491 -2.74236 0.42234
O -0.96938 -3.22622 -0.84178
O -1.44709 -3.53137 1.49091
C -0.51827 -4.48849 2.11000
I 0.93546 -3.45950 3.45284
C 0.19380 -5.54115 1.07512
C 0.88130 -6.72661 2.03401
I -1.31873 -6.63828 -0.14588
C 1.41132 -0.90886 -0.10731
C 2.14700 -2.01846 -1.06440
C 2.27436 -1.60097 -2.64451
C 0.88309 -1.07343 -3.33817
C 1.34795 -0.07618 -4.59680
C 0.13595 1.00580 -4.82833
O -0.86799 0.34881 -5.69005
C -2.20260 0.50991 -5.09127
C -3.03315 -0.85417 -4.70019
O -2.78964 1.69310 -4.89112
C 2.07706 0.60490 0.14545
C 3.47049 1.00855 -0.61763
O 4.56160 0.03074 -0.48835
C 5.15393 0.02350 0.85818
C 6.01113 -1.40898 0.96375
O 6.56996 -1.63465 -0.37899
C 6.28718 -2.98662 -0.88500
C 6.05523 -3.00285 -2.54096
N 1.35201 1.58904 1.08209
P 1.96247 3.26092 1.42390
O 3.61559 3.12431 2.02937
Cl 1.95619 4.29972 -0.43955
H -4.56707 1.98921 -1.29429
H -3.68948 0.33822 -0.78826
H -4.62653 1.31639 0.53128
H -2.57633 3.25766 -0.77695
H -1.66275 1.61958 -0.37052
H -3.48486 3.59875 1.54680
H -3.06493 1.84530 2.10016
H 0.09566 2.82070 3.58904
H -1.43338 1.71922 3.56138
H -1.81660 -1.28049 3.09082
H -2.72106 -0.97133 1.66509
H -1.17616 -5.15060 2.85453
H 0.98679 -5.00461 0.39725
H 0.00807 -7.05281 2.77154
H 1.74870 -6.32384 2.70819
H 1.16745 -7.68574 1.42703
H 1.62831 -3.09282 -1.04539
H 3.26046 -2.22270 -0.68524
H 3.19053 -0.87861 -2.76022
H 2.57691 -2.59839 -3.22649
H 0.22794 -0.43038 -2.60057
H 0.18730 -1.96111 -3.71038
H 2.27707 0.54442 -4.18341
H 1.62867 -0.71379 -5.53768
H 0.59105 1.95570 -5.36338
H -0.33883 1.32954 -3.80451
H -2.94463 -1.00247 -3.53661
H -4.15896 -0.80831 -5.07246
H -2.52016 -1.75680 -5.25072
H 3.90894 2.05679 -0.33802
H 3.20587 1.06829 -1.78015
H 5.88679 0.94954 0.91517
H 4.37505 0.15068 1.72449
H 6.86062 -1.35626 1.76706
H 5.23208 -2.20771 1.31885
H 7.28328 -3.62131 -0.71904
H 5.33586 -3.49857 -0.43521
H 6.40677 -2.01020 -3.05562
H 6.69545 -3.89848 -3.00145
H 4.89742 -3.21962 -2.72908
H 3.59821 3.26350 3.03404
N 1.91085 7.85316 2.58400
C 2.39448 6.64481 2.15442
C 3.53362 6.36195 2.87453
C 3.74099 7.43473 3.77419
C 2.72264 8.33992 3.57536
H 1.08386 8.31326 2.22619
H 1.88889 6.09192 1.37410
H 4.14813 5.47785 2.76465
H 4.54609 7.53575 4.49049
H 2.50749 9.28683 4.05226
N -4.36374 3.81941 4.25283
C -4.99745 4.89251 4.82328
C -6.34731 4.62218 4.85491
C -6.53360 3.33833 4.28898
C -5.29202 2.86450 3.92856
H -3.36703 3.74357 4.09647
H -4.43530 5.75496 5.15552
H -7.11479 5.27822 5.24468
H -7.47231 2.81544 4.15899
H -4.99059 1.93261 3.46913
N 4.66371 -7.22016 -2.85812
C 3.64235 -6.32315 -2.68280
C 2.96792 -6.20717 -3.87775
C 3.60124 -7.06904 -4.80475
C 4.64323 -7.68422 -4.14767
H 5.32799 -7.49708 -2.14702
H 3.48430 -5.84426 -1.72578
H 2.11151 -5.57148 -4.06157
H 3.32637 -7.22473 -5.83997
H 5.37073 -8.40954 -4.48682
N -5.52864 -3.81762 -6.52588
C -6.82006 -3.65651 -6.95577
C -7.65906 -3.96928 -5.90961
C -6.84481 -4.32589 -4.80822
C -5.53382 -4.22062 -5.21582
H -4.70127 -3.66250 -7.08716
H -7.03093 -3.33549 -7.96706
H -8.74067 -3.94225 -5.93642
H -7.17881 -4.62645 -3.82353
H -4.60668 -4.39879 -4.68757
N -1.72661 5.07480 -2.52679
C -2.24105 4.31225 -3.54286
C -2.69721 5.16321 -4.52468
C -2.44358 6.48539 -4.08794
C -1.84105 6.40122 -2.85270
H -1.32458 4.71508 -1.67086
H -2.23993 3.23233 -3.47974
H -3.16132 4.86399 -5.45549
H -2.67490 7.40041 -4.61777
H -1.48610 7.16963 -2.17898
N 5.28828 4.63963 5.75292
C 4.55275 5.26138 6.72809
C 4.80642 4.62567 7.92297
C 5.73207 3.58771 7.66016
C 6.01462 3.62105 6.31294
H 5.29485 4.89330 4.77351
H 3.91232 6.09968 6.48867
H 4.37265 4.88257 8.88066
H 6.14828 2.89136 8.37664
H 6.66761 3.00793 5.70626
N -4.34868 -3.78189 2.25219
C -5.64010 -3.62077 1.82230
C -6.47910 -3.93355 2.86846
C -5.66485 -4.29016 3.96986
C -4.35385 -4.18489 3.56225
H -3.52131 -3.62677 1.69091
H -5.85097 -3.29976 0.81101
H -7.56070 -3.90652 2.84165
H -5.99884 -4.59072 4.95454
H -3.42672 -4.36305 4.09050
*
```

Question: What is the formula in the first record?
Answer: C53H68N6OReSSb

Question: Which formula does entry 1 have?
Answer: C53H68N6OReSSb